Molecular formula: C7H19BrO4P2
Method: DFT, wB97M-V/def2-TZVPD

ORCA input file:
```
! wB97M-V def2-TZVPD RIJCOSX def2/J DEFGRID3
* xyz 0 1
C 5.13 0.42 1.36
C 3.80 1.09 1.04
Br 4.16 2.85 0.28
C 2.97 0.28 0.01
P 1.36 -0.13 0.71
C 0.37 1.36 0.76
P -1.20 1.11 1.61
O -1.16 1.46 3.03
O -1.57 -0.39 1.30
O -2.25 1.96 0.78
H 5.85 0.61 0.57
H 5.03 -0.65 1.50
H 5.54 0.87 2.26
H 3.22 1.24 1.95
H 3.47 -0.60 -0.36
H 2.73 0.92 -0.84
H 1.53 -0.65 1.99
H 0.69 -1.04 -0.10
H 0.91 2.18 1.22
H 0.19 1.66 -0.28
H -2.51 -0.53 1.45
H -1.99 2.89 0.81
C -3.58 -0.35 -2.27
C -3.25 -1.84 -2.52
C -3.09 -2.51 -1.14
O -2.10 -1.95 -3.23
H -2.73 0.09 -1.73
H -3.74 0.20 -3.19
H -4.49 -0.23 -1.65
H -4.17 -2.29 -2.97
H -2.26 -2.05 -0.59
H -2.88 -3.58 -1.26
H -4.00 -2.42 -0.52
*
```

Kohn-Sham gap   4.15 eV
E_tot   -3835.71114 a.u.